1.
A cluster of 2 separate species, C11H11NO2S in total in a non-equilibrium geometry. Source: OMol25; level of theory: ωB97M-V with the def2-TZVPD basis set.

XYZ file:
```
26
Properties=species:S:1:pos:R:3:lowdin_charge:R:1
C -0.55 -1.49 -0.42 -0.2886
C 3.87 -1.01 0.15 -0.0716
C 3.71 -0.41 -1.09 -0.0768
C 2.89 -0.88 1.13 -0.0679
C 2.71 0.55 -1.25 -0.0730
C 1.85 0.02 0.94 -0.1034
C 1.78 0.70 -0.27 -0.3266
C -1.43 -0.53 -0.17 -0.0109
C -2.64 -0.04 0.04 -0.3518
C -2.99 1.39 0.17 -0.0594
C -3.71 -0.94 0.48 -0.0680
N 0.28 -2.25 -0.67 0.2026
O 0.03 2.37 0.63 -0.3344
O -0.14 2.08 -1.77 -0.3304
S 0.16 1.49 -0.50 0.7679
H 4.59 -1.84 0.26 0.1117
H 4.41 -0.63 -1.85 0.0922
H 2.88 -1.46 2.08 0.1222
H 2.74 1.13 -2.32 0.1761
H 1.11 0.09 1.68 0.0997
H -2.38 2.14 -0.43 0.0811
H -3.02 1.53 1.27 0.1139
H -3.98 1.60 -0.26 0.0934
H -3.31 -1.98 0.67 0.1049
H -4.65 -1.00 -0.02 0.0708
H -4.20 -0.64 1.50 0.1264
```

Calculated values
charge = 0
molar mass = 221.28 g mol⁻¹
largest force on an atom = 4.93 eV/A
calculated total energy = -28000.7053 eV
energy relative to the best compared isomer or geometry (same formula, charge and spin) = 605.5 kJ/mol

=====

2.
A cluster of 18 separate species, C3H44NO17 in total in a non-equilibrium geometry. Source: OMol25; level of theory: ωB97M-V with the def2-TZVPD basis set.

XYZ file:
```
65
Properties=species:S:1:pos:R:3:lowdin_charge:R:1
C 1.36 -0.53 0.72 -0.0698
C 0.13 -1.18 0.16 -0.3574
C -1.10 -0.32 0.14 -0.0354
N 0.37 -1.74 -1.24 0.1892
H 2.00 -1.28 1.30 0.0971
H 2.04 0.13 0.12 0.0712
H 1.03 0.20 1.47 0.0919
H -0.04 -2.06 0.83 0.1327
H -1.24 0.31 -0.72 0.0660
H -1.08 0.41 0.96 0.0785
H -1.96 -1.05 0.10 0.0902
H 1.39 -1.99 -1.33 0.1295
H -0.06 -2.70 -1.41 0.1293
H 0.09 -1.05 -1.86 0.0417
H -3.28 0.31 0.52 -0.0652
H -4.13 1.55 0.23 0.0522
O -4.11 0.56 0.19 -0.0554
H -0.24 -2.04 3.63 -0.0153
H 0.73 -3.20 3.06 0.0669
O 0.47 -2.26 3.05 -0.0498
H 2.56 1.94 -3.49 0.0696
H 2.48 1.41 -2.11 0.0156
O 1.93 1.68 -2.83 -0.0254
H 2.90 -0.43 2.66 0.0267
H 3.58 0.63 3.36 0.0703
O 3.56 0.22 2.50 -0.0271
H -3.69 3.73 -1.03 0.0475
H -2.30 2.95 -1.10 0.0362
O -3.28 2.87 -0.95 -0.0619
H 1.77 -2.56 -3.32 0.0046
H 2.85 -3.37 -2.47 0.0735
O 1.94 -3.21 -2.71 -0.0104
H 4.20 0.53 0.82 -0.0272
H 5.05 0.44 -0.27 0.0518
O 4.17 0.64 -0.09 -0.0063
H 0.33 3.45 -1.74 -0.0263
H -0.68 4.11 -2.75 0.0141
O -0.51 3.82 -1.90 -0.0008
H -3.88 -1.49 1.62 0.0726
H -4.49 -0.34 2.41 0.0520
O -3.98 -1.14 2.54 -0.0449
H 2.52 -0.39 -3.03 0.0389
H 3.49 -0.26 -1.73 -0.0085
O 3.39 -0.59 -2.64 -0.0625
H 3.21 2.21 2.53 0.0320
H 3.70 2.50 0.92 0.0670
O 3.26 2.81 1.77 -0.0762
H -3.90 -1.07 -2.68 0.0745
H -4.17 -1.55 -1.31 -0.0276
O -3.62 -1.72 -2.01 -0.0112
H -2.49 -1.28 3.43 0.0693
H -2.09 -0.34 4.69 0.1221
O -1.67 -0.92 3.97 -0.1379
H 1.55 2.51 0.79 -0.0564
H 1.14 3.89 0.38 0.1300
O 1.04 2.89 0.12 -0.0741
H 0.06 0.98 -2.96 0.0311
H -1.31 0.51 -2.96 0.0923
O -0.40 0.13 -3.17 -0.0834
H -2.11 1.60 2.17 0.0360
H -1.51 0.66 3.20 -0.0439
O -1.70 1.60 3.08 -0.0749
H -1.43 -4.76 -0.89 0.1007
H -2.30 -3.63 -1.67 0.0288
O -1.56 -3.79 -1.09 -0.0583
```

Calculated values
charge = +1
molar mass = 366.38 g mol⁻¹
largest force on an atom = 5.07 eV/A
calculated total energy = -40116.7538 eV

=====

3.
The molecule C19H24N4O3. Source: OMol25; level of theory: ωB97M-V with the def2-TZVPD basis set.

XYZ file:
```
50
Properties=species:S:1:pos:R:3:lowdin_charge:R:1
C -2.13 -1.44 0.39 -0.0492
C -1.09 -0.44 -0.04 -0.2858
C -1.16 0.89 0.39 -0.0638
C -0.19 1.80 0.00 -0.0742
C 0.86 1.42 -0.82 -0.0408
C 0.95 0.10 -1.26 -0.2343
C 2.09 -0.34 -2.14 -0.1275
C 3.36 -0.79 -1.37 -0.0859
C 3.50 -0.06 -0.05 -0.4995
O 3.97 1.06 0.02 0.0615
N 3.03 -0.74 1.03 0.1260
C 2.87 -0.11 2.32 -0.2481
C 3.76 -0.70 3.41 -0.0706
N 3.06 -0.35 4.64 -0.0096
C 3.61 -0.69 5.82 -0.4102
O 4.66 -1.32 5.90 0.0632
C 2.95 -0.28 7.08 -0.1439
C 3.29 -0.64 8.32 0.0068
N 2.44 0.01 9.18 0.1227
C 1.56 0.79 8.47 -0.4831
N 0.65 1.52 8.95 0.1334
O 1.88 0.62 7.15 0.0742
C 1.73 0.21 4.37 -0.0945
C 1.46 -0.21 2.92 -0.2698
C 0.87 -1.61 2.85 -0.0419
C -0.03 -0.81 -0.86 -0.0153
H -2.07 -2.35 -0.21 0.0763
H -1.99 -1.72 1.43 0.0708
H -3.13 -1.03 0.29 0.0807
H -1.98 1.20 1.02 0.1133
H -0.26 2.83 0.34 0.1061
H 1.62 2.13 -1.10 0.1182
H 1.77 -1.15 -2.80 0.1122
H 2.37 0.50 -2.78 0.1177
H 3.32 -1.87 -1.19 0.1119
H 4.25 -0.59 -1.97 0.1196
H 2.57 -1.62 0.87 0.1290
H 3.12 0.94 2.17 0.1546
H 3.85 -1.79 3.31 0.1292
H 4.77 -0.29 3.41 0.1368
H 4.08 -1.30 8.63 0.1398
H 2.43 -0.05 10.18 0.1563
H 0.14 2.01 8.22 0.0494
H 0.98 -0.19 5.05 0.1233
H 1.74 1.30 4.47 0.1315
H 0.78 0.50 2.43 0.1290
H 1.53 -2.35 3.30 0.0895
H -0.08 -1.65 3.39 0.0836
H 0.65 -1.90 1.82 0.0613
H 0.02 -1.83 -1.22 0.1205
```

Calculated values
charge = 0
molar mass = 356.43 g mol⁻¹
largest force on an atom = 0.38 eV/A
calculated total energy = -32196.6559 eV
energy relative to the best compared isomer or geometry (same formula, charge and spin) = 150.4 kJ/mol
structure (SMILES) = [H]/N=c1/[nH]cc(C(=O)N2C[C@H](C)[C@H](NC(=O)CCc3cccc(C)c3)C2)o1

=====

4.
A structure of composition C20H25ClN2OPt in a non-equilibrium geometry. Source: OMol25; level of theory: ωB97M-V with the def2-TZVPD basis set.

XYZ file:
```
50
Properties=species:S:1:pos:R:3:lowdin_spin:R:1
C -0.06 0.24 -6.28 0.0001
C 1.32 0.79 -6.59 0.0000
C -0.29 -1.11 -6.92 0.0000
C -1.15 1.23 -6.63 0.0000
Cl -0.14 -0.01 -4.43 0.0004
H -0.25 -1.01 -8.00 0.0000
H -1.26 -1.52 -6.65 0.0000
H 0.48 -1.82 -6.62 0.0000
H 1.41 0.96 -7.66 0.0000
H 2.10 0.09 -6.28 0.0000
H 1.49 1.74 -6.08 0.0000
H -1.14 1.41 -7.71 0.0000
H -1.01 2.18 -6.13 0.0000
H -2.13 0.84 -6.36 0.0000
C 1.41 -1.88 1.78 0.2726
C 0.76 -2.79 0.90 0.2587
C 1.06 -2.41 -0.43 0.1811
H 0.15 -3.62 1.20 0.0058
C 1.91 -1.28 -0.38 0.2376
C 2.12 -0.95 0.98 0.2621
H 2.72 -0.15 1.36 0.0080
H 1.40 -1.92 2.86 0.0062
H 0.73 -2.92 -1.32 0.0020
H 2.32 -0.77 -1.23 0.0094
C -2.45 0.54 1.21 0.2637
C -2.37 -0.66 1.96 0.2747
C -2.46 -1.73 1.04 0.2594
H -2.28 -0.74 3.03 0.0062
C -2.59 -1.20 -0.26 0.1838
C -2.59 0.21 -0.16 0.2374
H -2.68 0.91 -0.97 0.0095
H -2.42 1.54 1.62 0.0080
H -2.44 -2.78 1.30 0.0057
H -2.70 -1.77 -1.17 0.0021
Pt -0.32 -0.60 0.54 1.3272
N 1.96 1.90 7.50 0.0000
C 0.82 2.11 6.79 -0.0001
O -0.10 2.72 7.33 -0.0007
C 0.63 1.60 5.39 -0.0032
C 1.60 0.97 4.67 0.0046
C 1.35 0.44 3.39 0.0054
N 0.11 0.45 2.68 0.1616
C -0.81 1.15 3.50 0.0054
C -0.59 1.70 4.77 0.0050
H 2.04 2.25 8.46 0.0000
H 2.75 1.37 7.12 0.0000
H 2.59 0.84 5.08 0.0008
H 2.24 -0.01 3.14 -0.0008
H -1.83 1.31 3.35 -0.0007
H -1.41 2.17 5.29 0.0008
```

Calculated values
charge = +2
molar mass = 539.96 g mol⁻¹
largest force on an atom = 5.06 eV/A
spin multiplicity = 5
calculated total energy = -41920.2384 eV
energy relative to the best compared isomer or geometry (same formula, charge and spin) = 95.6 kJ/mol

=====

5.
A cluster of 12 separate species, H24O12 in total in a non-equilibrium geometry. Source: OMol25; level of theory: ωB97M-V with the def2-TZVPD basis set.

XYZ file:
```
36
Properties=species:S:1:pos:R:3:lowdin_spin:R:1
O 19.15 -21.84 -6.72 0.0615
H 19.36 -22.69 -7.12 0.0001
H 19.87 -21.27 -6.97 -0.0008
O 20.04 -15.75 -7.71 -0.0002
H 19.12 -15.89 -7.91 -0.0001
H 20.11 -14.80 -7.58 0.0000
O 17.76 -18.66 -5.49 0.5640
H 17.56 -18.98 -6.37 0.0028
H 18.59 -19.08 -5.26 0.0067
O 17.90 -16.90 -8.54 0.0059
H 17.26 -16.28 -8.17 -0.0002
H 17.40 -17.39 -9.19 -0.0002
O 21.76 -20.78 -7.27 0.0098
H 22.55 -21.31 -7.08 -0.0001
H 22.09 -19.89 -7.36 -0.0001
O 16.64 -18.80 -10.26 -0.0007
H 16.07 -19.32 -10.83 0.0000
H 17.50 -18.87 -10.66 0.0000
O 19.20 -18.62 -11.03 0.0021
H 19.48 -18.52 -10.12 0.0001
H 19.72 -17.98 -11.51 0.0000
O 19.90 -18.62 -8.22 0.0616
H 20.49 -17.97 -7.84 -0.0001
H 19.04 -18.19 -8.22 -0.0017
O 17.00 -20.30 -7.62 0.1974
H 16.72 -19.92 -8.46 0.0022
H 17.79 -20.80 -7.84 0.0004
O 21.75 -20.88 -9.85 0.0881
H 21.50 -19.96 -9.95 0.0003
H 21.74 -21.03 -8.90 0.0005
O 22.93 -18.55 -8.02 0.0008
H 23.00 -17.60 -7.93 0.0000
H 23.10 -18.72 -8.94 -0.0001
O 23.03 -15.87 -8.10 0.0000
H 23.08 -15.04 -7.62 0.0000
H 22.14 -15.87 -8.46 0.0000
```

Calculated values
charge = +1
molar mass = 216.18 g mol⁻¹
largest force on an atom = 2.08 eV/A
spin multiplicity = 2
calculated total energy = -24950.2183 eV
energy relative to the best compared isomer or geometry (same formula, charge and spin) = 71.7 kJ/mol

=====

6.
A cluster of 3 separate species, C3H12NO3 in total in a non-equilibrium geometry. Source: OMol25; level of theory: ωB97M-V with the def2-TZVPD basis set.

XYZ file:
```
19
Properties=species:S:1:pos:R:3:lowdin_charge:R:1
O 1.63 -1.23 0.25 0.1120
C 1.40 -0.39 1.06 -0.2490
C 1.30 1.07 0.66 -0.0391
N -0.15 1.53 0.65 0.0264
C -1.17 0.63 1.22 -0.0198
H 1.30 -0.62 2.13 0.1423
H 1.93 1.68 1.26 0.1247
H 1.63 1.24 -0.36 0.1425
H -0.26 2.45 1.07 0.1833
H -0.39 1.67 -0.35 0.1306
H -1.26 0.76 2.29 0.1137
H -1.10 -0.40 0.90 0.0989
H -2.13 0.92 0.80 0.1043
H -0.69 -2.11 -2.36 0.0588
H -0.77 -3.08 -1.27 0.0665
O -0.47 -2.17 -1.41 -0.0569
H -2.29 0.59 -2.22 0.0766
H -1.06 -0.10 -1.64 0.0233
O -1.52 0.75 -1.66 -0.0392
```

Calculated values
charge = +1
molar mass = 110.13 g mol⁻¹
largest force on an atom = 1.55 eV/A
calculated total energy = -10930.8632 eV
energy relative to the best compared isomer or geometry (same formula, charge and spin) = 123.8 kJ/mol

=====

What did the second record say?
A cluster of 18 separate species, C3H44NO17 in total in a non-equilibrium geometry. Source: OMol25; level of theory: ωB97M-V with the def2-TZVPD basis set.

XYZ file:
```
65
Properties=species:S:1:pos:R:3:lowdin_charge:R:1
C 1.36 -0.53 0.72 -0.0698
C 0.13 -1.18 0.16 -0.3574
C -1.10 -0.32 0.14 -0.0354
N 0.37 -1.74 -1.24 0.1892
H 2.00 -1.28 1.30 0.0971
H 2.04 0.13 0.12 0.0712
H 1.03 0.20 1.47 0.0919
H -0.04 -2.06 0.83 0.1327
H -1.24 0.31 -0.72 0.0660
H -1.08 0.41 0.96 0.0785
H -1.96 -1.05 0.10 0.0902
H 1.39 -1.99 -1.33 0.1295
H -0.06 -2.70 -1.41 0.1293
H 0.09 -1.05 -1.86 0.0417
H -3.28 0.31 0.52 -0.0652
H -4.13 1.55 0.23 0.0522
O -4.11 0.56 0.19 -0.0554
H -0.24 -2.04 3.63 -0.0153
H 0.73 -3.20 3.06 0.0669
O 0.47 -2.26 3.05 -0.0498
H 2.56 1.94 -3.49 0.0696
H 2.48 1.41 -2.11 0.0156
O 1.93 1.68 -2.83 -0.0254
H 2.90 -0.43 2.66 0.0267
H 3.58 0.63 3.36 0.0703
O 3.56 0.22 2.50 -0.0271
H -3.69 3.73 -1.03 0.0475
H -2.30 2.95 -1.10 0.0362
O -3.28 2.87 -0.95 -0.0619
H 1.77 -2.56 -3.32 0.0046
H 2.85 -3.37 -2.47 0.0735
O 1.94 -3.21 -2.71 -0.0104
H 4.20 0.53 0.82 -0.0272
H 5.05 0.44 -0.27 0.0518
O 4.17 0.64 -0.09 -0.0063
H 0.33 3.45 -1.74 -0.0263
H -0.68 4.11 -2.75 0.0141
O -0.51 3.82 -1.90 -0.0008
H -3.88 -1.49 1.62 0.0726
H -4.49 -0.34 2.41 0.0520
O -3.98 -1.14 2.54 -0.0449
H 2.52 -0.39 -3.03 0.0389
H 3.49 -0.26 -1.73 -0.0085
O 3.39 -0.59 -2.64 -0.0625
H 3.21 2.21 2.53 0.0320
H 3.70 2.50 0.92 0.0670
O 3.26 2.81 1.77 -0.0762
H -3.90 -1.07 -2.68 0.0745
H -4.17 -1.55 -1.31 -0.0276
O -3.62 -1.72 -2.01 -0.0112
H -2.49 -1.28 3.43 0.0693
H -2.09 -0.34 4.69 0.1221
O -1.67 -0.92 3.97 -0.1379
H 1.55 2.51 0.79 -0.0564
H 1.14 3.89 0.38 0.1300
O 1.04 2.89 0.12 -0.0741
H 0.06 0.98 -2.96 0.0311
H -1.31 0.51 -2.96 0.0923
O -0.40 0.13 -3.17 -0.0834
H -2.11 1.60 2.17 0.0360
H -1.51 0.66 3.20 -0.0439
O -1.70 1.60 3.08 -0.0749
H -1.43 -4.76 -0.89 0.1007
H -2.30 -3.63 -1.67 0.0288
O -1.56 -3.79 -1.09 -0.0583
```

Calculated values
charge = +1
molar mass = 366.38 g mol⁻¹
largest force on an atom = 5.07 eV/A
calculated total energy = -40116.7538 eV

=====

The lowest calculated total energy belongs to which entry? C20H25ClN2OPt

=====

Repeat the third record exactly.
The molecule C19H24N4O3. Source: OMol25; level of theory: ωB97M-V with the def2-TZVPD basis set.

XYZ file:
```
50
Properties=species:S:1:pos:R:3:lowdin_charge:R:1
C -2.13 -1.44 0.39 -0.0492
C -1.09 -0.44 -0.04 -0.2858
C -1.16 0.89 0.39 -0.0638
C -0.19 1.80 0.00 -0.0742
C 0.86 1.42 -0.82 -0.0408
C 0.95 0.10 -1.26 -0.2343
C 2.09 -0.34 -2.14 -0.1275
C 3.36 -0.79 -1.37 -0.0859
C 3.50 -0.06 -0.05 -0.4995
O 3.97 1.06 0.02 0.0615
N 3.03 -0.74 1.03 0.1260
C 2.87 -0.11 2.32 -0.2481
C 3.76 -0.70 3.41 -0.0706
N 3.06 -0.35 4.64 -0.0096
C 3.61 -0.69 5.82 -0.4102
O 4.66 -1.32 5.90 0.0632
C 2.95 -0.28 7.08 -0.1439
C 3.29 -0.64 8.32 0.0068
N 2.44 0.01 9.18 0.1227
C 1.56 0.79 8.47 -0.4831
N 0.65 1.52 8.95 0.1334
O 1.88 0.62 7.15 0.0742
C 1.73 0.21 4.37 -0.0945
C 1.46 -0.21 2.92 -0.2698
C 0.87 -1.61 2.85 -0.0419
C -0.03 -0.81 -0.86 -0.0153
H -2.07 -2.35 -0.21 0.0763
H -1.99 -1.72 1.43 0.0708
H -3.13 -1.03 0.29 0.0807
H -1.98 1.20 1.02 0.1133
H -0.26 2.83 0.34 0.1061
H 1.62 2.13 -1.10 0.1182
H 1.77 -1.15 -2.80 0.1122
H 2.37 0.50 -2.78 0.1177
H 3.32 -1.87 -1.19 0.1119
H 4.25 -0.59 -1.97 0.1196
H 2.57 -1.62 0.87 0.1290
H 3.12 0.94 2.17 0.1546
H 3.85 -1.79 3.31 0.1292
H 4.77 -0.29 3.41 0.1368
H 4.08 -1.30 8.63 0.1398
H 2.43 -0.05 10.18 0.1563
H 0.14 2.01 8.22 0.0494
H 0.98 -0.19 5.05 0.1233
H 1.74 1.30 4.47 0.1315
H 0.78 0.50 2.43 0.1290
H 1.53 -2.35 3.30 0.0895
H -0.08 -1.65 3.39 0.0836
H 0.65 -1.90 1.82 0.0613
H 0.02 -1.83 -1.22 0.1205
```

Calculated values
charge = 0
molar mass = 356.43 g mol⁻¹
largest force on an atom = 0.38 eV/A
calculated total energy = -32196.6559 eV
energy relative to the best compared isomer or geometry (same formula, charge and spin) = 150.4 kJ/mol
structure (SMILES) = [H]/N=c1/[nH]cc(C(=O)N2C[C@H](C)[C@H](NC(=O)CCc3cccc(C)c3)C2)o1

=====

What is the calculated total energy in the fifth record? -24950.2183 eV